[1]
Formula: C26H21Cl5CrN4O3
Source: the OMol25 dataset
Level of theory: ωB97M-V with the def2-TZVPD basis set

Each line ends with the Mulliken spin population.
Atoms and positions in Å:
Cr1 0.3201 -0.0987 0.0965  2.948
C1 -0.6243 1.7143 2.1053  0.011
N1 -1.2172 0.5694 1.3584  -0.026
C2 -2.3446 0.9575 0.4745  0.040
C3 -1.8071 1.5272 -0.8509  -0.045
C4 -2.8277 1.3759 -1.9445  0.297
C5 -3.0834 2.3841 -2.8196  -0.091
C6 -2.4807 3.6296 -2.6112  0.420
C7 -1.6837 3.8213 -1.4405  -0.018
N2 -1.3979 2.9106 -0.5797  0.278
C8 -1.5830 -0.5206 2.3092  0.004
C9 -0.4338 -1.5660 2.4549  -0.029
C10 -0.1959 -1.8752 3.9205  0.023
C11 1.0034 -2.3635 4.2507  -0.011
C12 2.0744 -2.3825 3.2774  0.044
C13 1.9479 -1.5514 2.2084  -0.014
N3 0.7822 -0.9308 1.8772  -0.008
C14 0.5726 2.3423 1.4458  0.038
C15 1.0306 3.6014 1.7957  -0.009
C16 2.1572 4.0962 1.1660  0.008
C17 2.7978 3.3304 0.2011  -0.009
C18 2.2945 2.0813 -0.0951  0.027
N4 1.2154 1.6109 0.5387  -0.075
H1 -0.2850 1.3306 3.0686  -0.001
H2 -1.3858 2.4777 2.2789  -0.003
H3 -3.0096 1.6672 0.9765  -0.009
H4 -2.9081 0.0510 0.2526  0.020
H5 -3.2645 0.3940 -2.0754  0.054
H6 -3.7383 2.2278 -3.6671  -0.006
H7 -2.6342 4.4544 -3.2921  0.020
H8 -1.3035 4.8215 -1.2386  -0.001
H9 -2.4759 -1.0158 1.9365  -0.010
H10 -1.8224 -0.0839 3.2810  0.002
H11 -0.9957 -1.7422 4.6382  0.000
H12 1.2205 -2.6559 5.2714  0.000
H13 3.0357 -2.8127 3.5168  0.000
H14 2.8029 -1.2886 1.5913  -0.001
H15 0.4961 4.1839 2.5337  0.000
H16 2.5309 5.0802 1.4176  0.000
H17 3.6716 3.6935 -0.3199  0.000
H18 2.7191 1.4207 -0.8401  0.000
Cl1 1.3814 -4.4017 -5.5592  0.000
C19 1.5005 -3.3070 -4.2278  0.001
C20 0.9458 -3.6018 -2.9852  0.003
Cl2 0.0990 -5.1406 -2.7249  0.000
C21 1.0153 -2.7717 -1.9086  0.002
Cl3 0.1157 -2.8581 0.2456  0.003
C22 1.6540 -1.5442 -2.0520  -0.002
O1 1.7291 -0.7061 -1.0031  0.048
C23 2.2349 -1.2039 -3.2762  0.002
Cl4 3.0446 0.3217 -3.4326  0.001
C24 2.1585 -2.0849 -4.3572  0.001
Cl5 2.8705 -1.6529 -5.8694  0.000
C25 -0.7047 -2.8492 1.6726  0.010
C26 -2.9155 -2.5585 -1.5844  0.000
O2 -3.8405 -2.3339 -2.1820  0.000
O3 -0.6843 0.7965 -1.2428  0.060
H19 -0.9957 -3.8035 2.0881  0.000
H20 1.4897 -3.1618 0.1460  0.000
H21 -0.2688 -4.0058 -0.2157  0.002

Calculated values
Spin multiplicity = 5
E_LUMO (alpha / beta) = -0.30 / -1.21 eV
E_tot = -4793.17530 Ha

***

[2]
Formula: C26H21ClNPdS4
Source: the OMol25 dataset
Level of theory: ωB97M-V with the def2-TZVPD basis set

Each line ends with the Mulliken charge.
Atoms and positions in Å:
Pd1 0.5399 0.6106 0.7799  0.403
S1 1.4351 2.4586 -0.7896  -0.114
C1 3.0224 2.9539 -0.2890  0.719
C2 3.5395 4.1781 -0.7319  -0.857
C3 4.8326 4.5527 -0.4273  -0.533
C4 5.6489 3.7177 0.3256  -0.607
C5 5.1467 2.5183 0.8036  -0.506
C6 3.8508 2.1440 0.5017  0.154
S2 3.2665 0.5760 1.1137  -0.197
C7 3.4111 -0.3634 -0.4636  -1.015
C8 2.5718 -1.5793 -0.3070  0.663
C9 3.1231 -2.8285 -0.0613  -0.649
C10 2.2716 -3.9134 0.0544  -0.545
C11 0.9115 -3.7265 -0.1331  -0.664
C12 0.4370 -2.4385 -0.3557  0.697
C13 -1.0105 -2.1367 -0.5410  -0.812
S3 -1.5083 -1.1987 0.9676  -0.038
C14 -2.9435 -0.3357 0.3826  0.339
C15 -4.1069 -1.0516 0.1496  -0.779
C16 -5.2744 -0.3837 -0.1803  -0.637
C17 -5.2925 1.0075 -0.2193  -0.673
C18 -4.1385 1.7240 0.0084  -0.782
C19 -2.9278 1.0614 0.2543  0.816
S4 -1.4870 2.0110 0.2473  -0.286
N1 1.2543 -1.3820 -0.3878  -0.273
H1 2.9196 4.8204 -1.3359  0.475
H2 5.2076 5.5054 -0.7739  0.401
H3 6.6707 3.9867 0.5376  0.407
H4 5.7565 1.8543 1.3959  0.452
H5 4.4618 -0.5925 -0.6353  0.504
H6 3.0069 0.2787 -1.2499  0.476
H7 4.1915 -2.9303 0.0441  0.420
H8 2.6668 -4.8924 0.2663  0.460
H9 0.2302 -4.5612 -0.0803  0.395
H10 -1.6146 -3.0376 -0.6160  0.496
H11 -1.1792 -1.4847 -1.3993  0.325
H12 -4.0965 -2.1280 0.2395  0.437
H13 -6.1729 -0.9458 -0.3928  0.405
H14 -6.2141 1.5288 -0.4326  0.402
H15 -4.1353 2.8039 -0.0063  0.498
Cl1 -2.4156 0.0806 3.6006  -0.073
C20 -1.4664 1.4976 3.3469  0.618
C21 -2.0971 2.7245 3.3576  -0.722
C22 -1.3676 3.8884 3.1523  -0.285
C23 0.0043 3.8145 2.9135  -0.925
C24 0.6477 2.6008 2.8967  0.398
C25 -0.0556 1.3697 3.1274  -0.106
C26 0.6279 0.1380 3.1483  -0.813
H16 -3.1622 2.7816 3.5263  0.487
H17 -1.8652 4.8445 3.1908  0.432
H18 0.5602 4.7254 2.7492  0.450
H19 1.7257 2.5564 2.7632  0.448
H20 0.1026 -0.7616 3.4331  0.365
H21 1.6990 0.1364 3.3081  0.349

Calculated values
E_LUMO (alpha / beta) = -5.23 / -5.23 eV
Total charge = +1
E_tot = -3238.68843 Ha

***

[3]
Formula: C26H21HfI2N4O6
Source: the OMol25 dataset
Level of theory: ωB97M-V with the def2-TZVPD basis set

Each line ends with the Mulliken charge.
Atoms and positions in Å:
Hf1 0.5493 -0.7815 1.5780  1.789
I1 -2.8824 -2.6617 4.7744  0.158
C1 -2.0108 -0.7831 4.7438  -0.759
C2 -2.1435 0.0794 5.8516  -0.268
C3 -1.5968 1.3330 5.8571  -0.506
I2 -1.8669 2.5442 7.5333  0.168
C4 -0.8532 1.7830 4.7341  0.645
C5 -0.2546 3.0504 4.6097  -0.371
C6 0.4511 3.3843 3.4781  -1.164
C7 0.5962 2.4405 2.4669  0.078
N1 0.0451 1.2334 2.5346  -0.234
C8 -0.7032 0.8998 3.6401  0.702
C9 -1.3122 -0.3783 3.6322  0.711
O1 -1.1632 -1.1398 2.5295  -0.816
H1 -2.7020 -0.2719 6.7082  0.371
H2 -0.3567 3.7611 5.4194  0.249
H3 0.9098 4.3557 3.3683  0.408
H4 1.1819 2.6622 1.5823  0.513
O2 3.0620 -6.9172 -0.6357  -0.671
C10 1.9639 -6.5471 -1.0558  0.431
O3 1.1645 -6.9371 -1.9107  -0.687
C11 1.4733 -5.2282 -0.3451  0.218
C12 0.2968 -4.6095 -0.7561  -0.764
C13 -0.0544 -3.4017 -0.2032  -0.177
N2 0.7004 -2.8002 0.7383  -0.106
C14 1.8188 -3.4386 1.1829  0.747
C15 2.2345 -4.6390 0.6675  -0.649
C16 2.6143 -2.7178 2.2320  0.290
O4 3.6344 -3.0899 2.7048  -0.495
O5 2.0560 -1.5023 2.5759  -0.847
H5 -0.2942 -5.0984 -1.5198  0.533
H6 -0.9550 -2.8790 -0.5093  0.545
H7 3.1379 -5.1368 0.9975  0.633
C17 -2.7217 0.7124 -3.0588  -1.012
C18 -1.4383 0.8327 -3.8660  -0.734
N3 -0.8247 2.1539 -3.7746  0.202
C19 -1.4955 3.2726 -4.4517  -0.772
C20 -2.1291 4.2503 -3.4751  -1.067
C21 0.3864 2.4031 -3.2457  0.362
O6 0.9589 3.4773 -3.2928  -0.604
C22 1.0701 1.3149 -2.4481  -0.460
C23 2.2947 0.8074 -2.8774  -0.285
C24 2.9792 -0.0907 -2.0744  -1.006
C25 2.4450 -0.4197 -0.8477  0.025
N4 1.2751 0.0861 -0.4086  -0.218
C26 0.6013 0.9360 -1.2106  0.072
H8 -3.1272 -0.2956 -3.1477  0.395
H9 -3.4794 1.4071 -3.4206  0.346
H10 -2.5517 0.9278 -2.0013  0.202
H11 -1.6474 0.6305 -4.9193  0.409
H12 -0.7144 0.0809 -3.5559  0.435
H13 -2.2429 2.8413 -5.1172  0.420
H14 -0.7554 3.7861 -5.0650  0.403
H15 -2.8752 3.7589 -2.8491  0.280
H16 -2.6222 5.0535 -4.0218  0.386
H17 -1.3665 4.6958 -2.8375  0.308
H18 2.6988 1.1210 -3.8314  0.560
H19 3.9202 -0.5228 -2.3827  0.484
H20 2.9581 -1.1155 -0.1926  0.450
H21 -0.3372 1.3264 -0.8314  0.743

Calculated values
E_LUMO = -4.79 eV
Total charge = +1
E_tot = -2317.18025 Ha

***

[4]
Formula: C26H21MnN6O2S
Source: the OMol25 dataset
Level of theory: ωB97M-V with the def2-TZVPD basis set

Each line ends with the Mulliken spin population.
Atoms and positions in Å:
Mn1 0.2852 -1.4014 0.2735  4.257
S1 0.5564 -2.0809 2.4849  -0.120
C1 -0.9208 -2.9018 2.0361  -0.001
C2 -1.7528 -3.6418 2.8754  0.008
C3 -2.8621 -4.2439 2.3261  0.011
C4 -3.1391 -4.1031 0.9651  0.000
C5 -2.2830 -3.3445 0.2008  0.020
N1 -1.2023 -2.7652 0.7304  0.042
H1 -1.5142 -3.7221 3.9256  0.000
H2 -3.5249 -4.8258 2.9536  0.001
H3 -4.0023 -4.5652 0.5128  0.000
H4 -2.4470 -3.1795 -0.8568  -0.001
C6 3.0257 2.4358 -0.4318  0.001
N2 2.0112 1.9456 0.5281  0.013
C7 1.3901 3.0669 1.2698  0.001
C8 2.5390 0.9126 1.4814  -0.023
C9 3.1444 -0.2503 0.7569  -0.139
C10 4.5319 -0.3604 0.6912  -0.009
C11 5.1239 -1.4058 0.0032  0.024
C12 4.3202 -2.3367 -0.6382  -0.030
C13 2.9380 -2.2259 -0.5748  -0.095
C14 2.3240 -1.1905 0.1308  -0.066
H5 2.5274 3.0999 -1.1341  0.000
H6 3.4500 1.5876 -0.9632  0.000
H7 3.8034 2.9681 0.1140  0.000
H8 1.2380 1.5313 -0.0589  0.016
H9 2.1632 3.5936 1.8271  0.000
H10 0.6460 2.6621 1.9520  0.000
H11 0.9118 3.7330 0.5579  0.000
H12 1.6839 0.6071 2.0894  -0.001
H13 3.2682 1.4229 2.1143  0.002
H14 5.1507 0.3756 1.1926  0.000
H15 6.2007 -1.4924 -0.0334  0.001
H16 4.7680 -3.1527 -1.1884  -0.001
H17 2.3340 -2.9651 -1.0907  -0.002
N3 0.1741 -1.4279 -1.6481  -0.033
C15 -0.0659 -1.2086 -2.7704  0.064
C16 -0.3160 -0.9423 -4.0904  0.018
C17 -1.5827 -1.2633 -4.6380  0.001
N4 -2.6104 -1.5289 -5.0840  0.008
C18 0.6923 -0.3015 -4.8540  0.001
N5 1.5101 0.2211 -5.4738  0.008
O1 -0.0458 1.6821 -1.2079  -0.007
C19 -0.9677 1.3953 -0.4421  -0.010
N6 -0.9399 0.3960 0.4781  0.005
C20 -2.1376 0.4272 1.2043  0.032
O2 -2.4511 -0.3409 2.0820  0.002
C21 -2.9664 1.5705 0.6918  0.007
C22 -4.2038 2.0437 1.0709  0.001
C23 -4.7130 3.1280 0.3599  0.001
C24 -4.0001 3.7026 -0.6899  0.000
C25 -2.7497 3.2152 -1.0616  -0.003
C26 -2.2588 2.1438 -0.3458  -0.001
H18 -4.7532 1.5874 1.8820  0.000
H19 -5.6817 3.5296 0.6228  0.000
H20 -4.4294 4.5375 -1.2275  0.000
H21 -2.1901 3.6464 -1.8812  0.000

Calculated values
Spin multiplicity = 5
E_LUMO (alpha / beta) = -0.70 / -0.14 eV
E_tot = -3031.61527 Ha